Record 1
Computed, not measured: a cluster of 11 separate species, C17H41Cl4N7O20 in total, with ωB97M-V with the def2-TZVPD basis set.

XYZ file:
```
89
Properties=species:S:1:pos:R:3:forces:R:3
C 14.7370 -14.4907 20.1698 -0.1 -0.6 0.8
N 15.0433 -13.1067 20.6168 -0.2 -0.1 -0.1
O 14.2227 -12.5333 21.3033 0.0 0.0 0.0
O 16.1221 -12.6564 20.3011 0.2 0.2 -0.1
H 14.5676 -14.5451 19.1012 0.2 0.3 -0.1
H 13.8752 -14.8445 20.7287 -0.2 0.3 -0.2
H 15.5815 -15.0841 20.5133 0.2 0.0 -0.5
C 20.3132 -8.0749 14.9602 -0.3 0.0 0.3
N 19.3628 -9.2015 15.0933 -0.4 -0.8 -0.3
O 18.1861 -8.9815 14.8934 0.0 0.4 0.1
O 19.8016 -10.3081 15.3350 0.3 0.1 0.3
H 21.3027 -8.5133 14.9244 0.1 0.2 -0.4
H 20.2212 -7.4525 15.8487 -0.2 0.0 0.0
H 19.9314 -7.5261 14.1055 0.5 0.2 -0.1
C 18.9569 -6.8715 22.5001 -0.5 0.0 0.2
N 19.7197 -7.7511 21.5617 0.5 0.6 1.4
O 20.5016 -7.2064 20.8155 -0.1 0.0 -0.5
O 19.5992 -8.9464 21.7048 -0.1 -0.3 -0.4
H 19.6279 -6.2486 23.0844 0.3 0.0 -0.4
H 18.4091 -7.4907 23.2000 -0.1 -0.2 -0.2
H 18.2724 -6.2916 21.8915 0.0 0.1 0.0
C 21.2413 -5.0227 18.1852 0.6 -0.3 -0.2
N 20.4922 -3.7557 17.9691 -0.1 -0.9 0.2
O 21.0349 -2.7090 18.1985 0.4 0.6 0.1
O 19.3686 -3.8998 17.5488 -0.5 0.2 -0.1
H 21.9244 -4.9762 19.0279 -0.3 0.3 0.2
H 21.8596 -5.1603 17.2975 -0.2 0.0 -0.1
H 20.5126 -5.8168 18.2821 0.0 0.0 0.0
C 17.6681 -10.7689 23.0270 0.3 -0.1 -0.9
N 17.2957 -9.6805 23.9715 -0.3 -1.7 0.2
O 17.8519 -9.6885 25.0449 0.5 0.5 0.3
O 16.3363 -8.9972 23.7029 0.0 0.4 -0.7
H 18.7366 -10.9514 23.0256 0.0 0.2 0.4
H 17.3873 -10.5023 22.0127 -0.3 0.1 0.1
H 17.1455 -11.6682 23.3406 -0.2 0.1 0.1
C 15.2076 -6.9237 25.2964 -0.3 0.4 0.1
N 14.0238 -7.6060 24.6756 1.2 0.8 0.2
O 13.5257 -7.0692 23.7154 -0.5 0.2 -0.6
O 13.6789 -8.6467 25.1574 -0.4 -0.8 0.4
H 16.0271 -7.6332 25.2534 -0.1 0.2 0.2
H 14.9349 -6.6357 26.3079 0.0 -0.3 0.1
H 15.3941 -6.0193 24.7279 0.1 -0.1 -0.2
C 15.0907 -4.8758 21.0950 0.0 -0.1 -1.1
N 15.1006 -4.9049 19.5819 -0.4 -0.7 0.6
O 14.1580 -5.4705 19.0641 0.0 0.3 -0.2
O 16.0683 -4.4805 18.9935 0.0 0.4 0.2
H 14.4293 -4.0817 21.4285 0.2 0.2 -0.1
H 16.1395 -4.7382 21.3325 -0.2 0.0 0.5
H 14.6469 -5.8344 21.3350 0.3 -0.1 0.5
C 14.5008 -9.2568 20.9537 -0.8 0.8 0.3
O 15.3554 -9.2495 19.8239 -0.2 -0.8 -0.7
C 16.4401 -8.5200 19.7841 0.0 0.2 0.5
O 16.7579 -7.6726 20.5864 0.3 0.2 0.0
O 17.1221 -8.8782 18.7073 0.1 -0.5 -0.4
C 18.4397 -8.3979 18.5407 0.6 0.9 0.2
H 14.5824 -8.3235 21.5107 0.3 -0.2 0.2
H 14.6648 -10.1345 21.5737 0.3 0.1 -0.1
H 13.4799 -9.2733 20.5741 0.1 -0.2 -0.1
H 18.7630 -8.5620 17.5156 -0.4 -0.2 0.0
H 19.1604 -8.8809 19.1980 -0.2 -0.3 0.1
H 18.4750 -7.3268 18.7489 0.0 0.0 -0.1
C 11.5729 -10.6392 18.0308 -0.5 -0.5 0.2
O 12.6828 -10.1085 17.3288 -0.2 0.1 0.1
C 13.7480 -10.9069 17.2456 -0.3 0.7 -0.5
O 13.7731 -12.0700 17.5169 0.2 -1.0 0.6
O 14.7291 -10.1912 16.7457 0.6 0.5 0.0
C 16.0127 -10.8020 16.7484 0.7 -0.7 -0.1
H 11.7036 -10.4997 19.1063 0.0 0.2 0.0
H 11.4294 -11.7083 17.8664 0.2 0.1 -0.2
H 10.6816 -10.1257 17.6806 0.1 0.2 0.1
H 16.0606 -11.6460 16.0596 -0.2 0.0 -0.1
H 16.3116 -11.1551 17.7350 -0.3 0.0 0.1
H 16.7390 -10.0646 16.4315 -0.2 0.2 -0.1
Cl 14.8349 -6.9967 14.8733 0.0 0.2 0.1
C 15.8236 -6.8665 16.3527 0.4 -0.5 0.0
C 16.7081 -5.6439 16.4050 -1.2 0.5 1.0
Cl 17.9493 -5.4469 15.1863 0.3 -0.2 -0.4
H 16.3681 -7.8041 16.4287 0.2 0.1 -0.2
H 15.1734 -6.8406 17.2272 -0.2 0.2 -0.2
H 17.1259 -5.5704 17.4119 0.5 -0.3 -0.4
H 16.0616 -4.7643 16.3938 0.1 0.0 -0.4
Cl 11.1168 -7.9757 21.3066 0.0 0.1 0.2
C 10.4064 -9.4053 22.0969 -0.8 -0.3 0.5
C 10.6299 -9.3825 23.6155 0.5 1.1 -0.6
Cl 10.2069 -10.8735 24.4720 0.0 -0.1 -0.3
H 10.7661 -10.2802 21.5643 0.1 -0.1 0.3
H 9.3264 -9.3219 21.9884 0.0 -0.2 -0.5
H 9.9743 -8.5935 23.9805 0.0 -0.1 0.3
H 11.6477 -9.0756 23.8470 0.0 -0.4 0.1
```
Forces are in eV/Å.

* 2S+1: 1
* F_max: 1.7 eV/Å
* total charge: 0
* ΔE to the lowest compared entry with this formula, charge and spin: 0.000 eV
* structure (SMILES): C[N+](=O)[O-].C[N+](=O)[O-].C[N+](=O)[O-].C[N+](=O)[O-].C[N+](=O)[O-].C[N+](=O)[O-].C[N+](=O)[O-].COC(=O)OC.COC(=O)OC.ClCCCl.ClCCCl
* Kohn-Sham gap: 9.717 eV
* electronic energy: -4400.5569 a.u.

These are the Mulliken partial charges, in e, on atoms 1 to 4: -0.88 1.01 -0.53 -0.49

Record 2
Computed, not measured: a cluster of 4 separate species, C17H41N3O8S in total, with ωB97M-V with the def2-TZVPD basis set.

XYZ file:
```
70
Properties=species:S:1:pos:R:3:forces:R:3
C 4.6577 -1.3687 4.0126 0.0 0.6 0.8
C 4.3182 -2.6286 3.7424 0.2 0.3 -0.4
O 3.0102 -3.0789 3.7929 -0.1 -0.7 0.8
S 2.6430 -3.7611 2.2731 -0.1 -1.1 0.2
O 3.3615 -3.0131 1.2989 0.1 0.4 -0.8
O 1.0518 -3.4024 2.0256 0.9 0.5 1.0
C 0.2731 -3.4419 3.2249 -1.0 -0.2 0.4
C -0.2679 -2.0630 3.6631 -0.6 -0.4 -0.9
C 0.5052 -0.8776 3.1506 -0.8 0.5 0.5
O 1.6643 -0.8293 2.9383 1.9 -0.2 -0.3
O -0.2608 0.2126 2.9762 -1.0 0.0 0.4
H 5.2760 -0.8023 3.3242 1.4 -0.6 0.8
H 4.3628 -0.8966 4.9469 -1.4 0.7 -0.9
H 5.1171 -3.3371 3.5375 -0.5 -0.2 -1.5
H 0.7752 -3.9656 4.0427 0.3 0.2 -0.2
H -0.6023 -4.0529 2.9951 0.1 0.0 -0.1
H -0.4075 -2.0239 4.7437 0.3 0.2 0.0
H -1.2739 -1.9763 3.2420 0.0 0.1 0.1
H 0.3119 0.9815 2.8363 0.0 -0.1 -0.2
C -1.5170 -2.2788 -2.9109 0.0 0.0 -0.2
C -0.4444 -2.7937 -1.9533 -0.4 0.1 0.1
C -0.8937 -4.0013 -1.1112 0.3 0.0 0.0
O -1.7772 -3.6820 -0.0447 0.0 -0.1 -0.2
C -3.1244 -3.4834 -0.4323 0.0 0.1 0.3
N 0.0115 -1.6843 -1.1104 0.1 -0.2 0.2
H -2.2711 -1.6763 -2.4047 0.0 0.0 0.1
H -1.0658 -1.6428 -3.6738 0.0 0.0 0.0
H -2.0217 -3.1024 -3.4209 0.0 0.0 0.0
H 0.3993 -3.1254 -2.5661 0.1 0.0 0.1
H -0.0067 -4.4291 -0.6378 0.0 0.1 0.1
H -1.3250 -4.7917 -1.7396 -0.1 0.1 -0.1
H -3.4162 -4.1482 -1.2502 0.0 0.0 -0.1
H -3.2979 -2.4423 -0.7129 -0.1 -0.1 -0.1
H -3.7542 -3.6990 0.4316 0.1 -0.1 0.0
H 0.8014 -2.0022 -0.5518 0.1 0.1 -0.1
H -0.7172 -1.5062 -0.4228 0.0 0.1 -0.1
C -3.2470 5.5841 2.3400 -0.1 0.2 0.1
C -3.3266 4.1834 2.9414 0.2 0.1 -0.3
C -1.9618 3.5963 3.3352 -0.1 -0.1 0.3
O -1.1730 3.1415 2.2501 0.2 0.1 0.1
C -0.4890 4.1597 1.5386 0.0 -0.2 -0.2
N -4.0478 3.3094 2.0111 0.1 -0.2 0.2
H -2.9280 5.5708 1.2983 0.0 -0.1 0.0
H -4.2283 6.0587 2.3630 0.0 -0.1 0.0
H -2.5572 6.2177 2.9020 0.0 0.0 0.0
H -3.9154 4.2621 3.8604 0.0 -0.1 0.0
H -2.1423 2.7116 3.9518 0.0 -0.1 -0.1
H -1.3882 4.2985 3.9552 0.0 0.1 -0.1
H -0.1551 4.9648 2.1993 -0.1 0.0 0.0
H -1.1157 4.5619 0.7406 0.0 0.2 0.0
H 0.3862 3.7081 1.0710 0.0 0.0 0.1
H -4.2006 2.4086 2.4567 -0.1 0.0 0.0
H -3.4192 3.0963 1.2402 -0.1 0.1 0.0
C 2.6446 0.0464 -5.4784 0.0 -0.1 -0.2
C 1.4595 0.0312 -4.5153 0.4 0.3 0.1
C 0.5591 1.2737 -4.6210 -0.2 -0.2 0.0
O 1.0880 2.4488 -4.0326 0.0 0.0 -0.2
C 2.0510 3.1282 -4.8149 0.0 0.1 0.3
N 1.9568 -0.1677 -3.1527 -0.4 0.1 0.0
H 3.4527 0.6889 -5.1303 -0.1 0.0 0.1
H 3.0602 -0.9569 -5.5776 0.0 0.0 0.1
H 2.3435 0.3823 -6.4738 0.0 0.0 0.0
H 0.8417 -0.8330 -4.7812 -0.1 0.1 0.0
H -0.3637 1.0658 -4.0725 0.0 0.0 0.1
H 0.2680 1.4687 -5.6627 0.1 0.0 0.0
H 1.8240 3.0688 -5.8834 0.0 -0.1 0.0
H 3.0531 2.7394 -4.6211 0.0 0.0 -0.2
H 2.0415 4.1771 -4.5164 -0.1 0.0 0.0
H 1.1605 -0.2905 -2.5256 0.1 -0.3 0.1
H 2.3735 0.7098 -2.8505 0.1 -0.1 0.0
```
Forces are in eV/Å.

* 2S+1: 1
* F_max: 2.0 eV/Å
* total charge: 0
* ΔE to the lowest compared entry with this formula, charge and spin: 0.000 eV
* Kohn-Sham gap: 8.862 eV
* electronic energy: -1836.5208 a.u.

These are the Mulliken partial charges, in e, on atoms 1 to 4: -0.73 -0.07 -0.21 0.48

Record 3
Computed, not measured: a cluster of 4 separate species, C17H41O9S3 in total, with ωB97M-V with the def2-TZVPD basis set.

XYZ file:
```
70
Properties=species:S:1:pos:R:3:forces:R:3
C -0.5458 -0.0634 3.4446 0.1 0.1 0.0
C -1.1392 0.9575 2.4637 -0.1 -0.1 -0.1
C -0.3677 1.0172 1.1199 0.4 -0.1 0.0
C 1.1302 1.3409 1.1624 -0.1 -0.1 0.1
C 1.5091 2.3912 2.1885 0.0 0.0 -0.2
C 0.9622 3.7911 1.8533 0.1 0.0 0.1
C 0.9458 4.7742 3.0383 0.1 0.0 0.0
C -0.4428 5.0038 3.6318 0.0 0.0 0.0
H -1.2815 -0.8062 3.7669 0.0 0.0 0.0
H 0.2983 -0.5753 2.9742 0.0 0.0 0.0
H -0.1388 0.4073 4.3425 0.0 0.0 0.0
H -1.1777 1.9533 2.9109 0.1 0.0 0.1
H -2.1875 0.6921 2.2685 0.0 0.1 0.0
H -0.4424 0.0144 0.6684 -0.2 0.1 -0.1
H -0.9076 1.6970 0.4409 -0.1 0.0 0.1
H 1.6865 0.4096 1.3699 0.1 0.1 0.0
H 1.2079 2.1809 3.2491 -0.1 0.0 -0.1
H 2.6045 2.4685 2.2199 0.0 0.0 0.1
H -0.0540 3.6800 1.4592 0.0 0.1 0.0
H 1.5681 4.1982 1.0398 -0.1 0.0 -0.1
H 1.5967 4.3762 3.8246 0.1 0.1 0.0
H 1.3711 5.7404 2.7475 0.0 0.0 0.0
H -1.1629 5.2482 2.8468 0.0 0.0 0.0
H -0.8011 4.1046 4.1385 0.0 0.0 0.0
H -0.4518 5.8216 4.3578 0.0 0.0 0.0
O -0.1877 -1.3415 -1.8092 -0.1 0.1 -0.2
S 0.6499 -2.4973 -1.7392 0.0 -0.1 0.4
O 2.0175 -2.4059 -2.1478 0.0 -0.1 -0.2
O -0.0695 -3.6887 -2.5176 0.1 0.0 -0.1
C -0.5515 -3.3910 -3.8505 -0.1 0.0 0.0
C 0.5574 -3.3982 -4.8798 0.0 0.0 0.0
C 0.5916 -3.1844 -0.1245 0.0 0.0 0.0
H -1.0744 -2.4343 -3.8217 0.0 0.0 0.0
H -1.2828 -4.1737 -4.0422 0.0 0.0 0.0
H 1.2501 -2.5728 -4.7254 0.0 0.0 0.0
H 0.1210 -3.3069 -5.8758 0.0 0.0 0.0
H 1.1208 -4.3298 -4.8273 0.0 0.0 0.0
H -0.4455 -3.2907 0.1827 0.0 0.0 0.0
H 1.1117 -2.4714 0.5154 0.0 0.0 0.0
H 1.0994 -4.1448 -0.1347 0.0 0.0 0.0
O 5.1766 1.9268 -4.9883 0.0 0.0 -0.1
S 5.4912 2.3813 -3.6628 -0.1 0.0 0.0
O 6.4623 1.6459 -2.9107 0.1 0.0 0.1
O 4.1755 2.5946 -2.8467 0.1 0.0 0.1
C 3.1967 1.4977 -2.7758 -0.2 -0.1 0.0
C 3.5374 0.4764 -1.7284 0.2 0.1 0.1
C 5.9886 4.0706 -3.7238 0.0 0.0 0.0
H 3.1071 1.0746 -3.7767 0.0 0.0 0.0
H 2.2700 2.0069 -2.5218 0.0 0.0 0.1
H 4.4360 -0.0914 -1.9741 0.0 0.0 -0.1
H 2.7006 -0.2124 -1.6512 0.0 0.0 0.1
H 3.6601 0.9650 -0.7628 -0.1 0.0 0.0
H 5.2413 4.6352 -4.2737 0.0 0.0 0.0
H 6.9482 4.0942 -4.2351 0.0 0.0 0.0
H 6.0874 4.4348 -2.7048 0.0 0.0 0.0
O -4.3637 -3.6099 -0.4107 0.0 0.0 0.0
S -4.1192 -2.9717 0.8513 0.0 0.0 0.0
O -3.4425 -3.7170 1.8697 0.1 0.0 0.0
O -5.5125 -2.4461 1.4205 0.0 0.0 0.0
C -6.6106 -3.3873 1.4365 -0.1 0.0 -0.1
C -6.5278 -4.3531 2.5985 0.0 0.0 0.0
C -3.3501 -1.4175 0.6312 0.1 0.1 -0.1
H -6.6372 -3.9051 0.4771 0.0 0.0 0.0
H -7.4930 -2.7542 1.5085 0.0 0.0 0.0
H -5.6832 -5.0310 2.4920 0.0 0.0 0.0
H -7.4469 -4.9398 2.6419 0.0 0.0 0.0
H -6.4129 -3.8103 3.5365 0.0 0.0 0.0
H -3.9025 -0.8577 -0.1181 0.0 0.0 0.0
H -2.3317 -1.5974 0.2890 0.0 0.0 0.0
H -3.3329 -0.8937 1.5826 0.0 0.0 0.0
```
Forces are in eV/Å.

* 2S+1: 1
* F_max: 0.5 eV/Å
* total charge: -1
* Kohn-Sham gap: 3.643 eV
* electronic energy: -2543.9614 a.u.

These are the Mulliken partial charges, in e, on atoms 1 to 4: -1.26 0.07 -0.01 -0.40

What is the formula in the second record?
C17H41N3O8S